Here is a structure of composition C16H19IrN6O5S at a distorted geometry from the Open Molecules 2025 dataset. Energies are from ωB97M-V/def2-TZVPD.

Structure (XYZ):
```
48
Properties=species:S:1:pos:R:3:forces:R:3
Ir 0.02041 0.09252 -0.29860 -0.21 1.50 -0.47
N -0.53994 -4.19741 -0.57939 -0.20 -0.15 0.05
C -0.45191 -2.88764 -0.29732 0.13 0.74 -0.06
S -0.17644 -1.81321 -1.64001 0.43 -0.03 -0.04
N -0.56944 -2.51819 0.96599 0.13 -0.53 0.07
N -0.39381 -1.19587 1.16318 -0.64 0.31 -0.38
C -0.56345 -0.70667 2.34022 0.10 0.03 0.36
C -0.41964 0.73867 2.46869 -0.03 -0.06 -0.07
C -0.48476 1.41915 3.67226 -0.12 -0.03 0.20
C -0.38100 2.80080 3.67720 0.01 -0.03 0.05
C -0.21713 3.47258 2.47860 -0.13 -0.06 -0.02
C -0.14473 2.73053 1.31339 -0.03 0.10 -0.06
N -0.22414 1.40399 1.31032 0.14 0.27 -0.10
H -0.63816 -4.46019 -1.54468 0.02 -0.04 0.02
H -0.92030 -4.81330 0.12051 0.04 0.03 0.02
H -0.83656 -1.36081 3.15836 0.07 0.08 0.07
H -0.63413 0.85747 4.58457 0.01 0.05 0.02
H -0.43844 3.35412 4.60534 0.00 -0.05 0.02
H -0.16211 4.55050 2.44046 0.03 0.00 -0.04
H -0.01711 3.20585 0.35087 0.00 -0.05 -0.03
O -2.16820 2.92781 -5.36101 0.00 0.03 -0.01
C -1.75146 2.50373 -4.32170 -0.07 -0.01 -0.05
C -0.30206 2.15819 -3.98836 0.24 -0.02 -0.15
O 0.65701 2.28572 -4.71840 -0.03 0.08 0.09
C -0.35891 1.63667 -2.63554 0.23 0.15 0.24
C -1.63494 1.53528 -2.15006 -0.47 -0.38 -0.03
O -1.89806 0.95146 -1.01928 0.66 -1.01 0.60
C -2.57896 2.20197 -3.06810 -0.11 0.18 0.33
O -3.72015 2.53455 -2.86494 -0.05 -0.16 -0.11
O 0.63984 1.26454 -1.86517 0.44 0.07 -0.10
C 3.77837 3.65998 0.32283 -0.12 0.02 0.01
C 3.80656 2.14357 0.16797 0.13 -0.05 -0.15
C 4.53975 1.52101 1.35184 -0.14 -0.01 0.02
C 4.48569 1.76479 -1.15240 -0.08 -0.02 0.01
N 2.38601 1.73757 0.18873 0.27 0.41 0.39
N 2.15982 0.33660 0.16836 -1.00 -0.95 -0.69
H 4.79177 4.06126 0.33367 -0.01 0.00 -0.03
H 3.28004 3.93328 1.25471 0.03 0.00 0.00
H 3.23538 4.12574 -0.50365 0.04 -0.01 0.00
H 5.53321 1.95967 1.43976 0.02 -0.05 0.01
H 4.66431 0.44156 1.23432 0.05 0.02 0.01
H 3.99439 1.71281 2.27944 0.03 0.02 0.00
H 5.48631 2.19529 -1.20685 0.01 -0.06 0.01
H 3.90626 2.13653 -2.00031 0.02 0.01 0.00
H 4.58499 0.68119 -1.25949 0.05 0.02 -0.02
H 1.91652 2.11041 -0.63573 0.00 -0.20 -0.07
H 2.45594 -0.05525 1.05477 0.00 -0.07 0.01
H 2.65699 -0.12400 -0.59549 0.11 -0.09 0.09
```
Forces are in eV/Å.

Summary:
Frontier orbital gap in Ha: 0.225

Here is a structure of composition C16H19N2NiOS from the Open Molecules 2025 dataset. Energies are from ωB97M-V/def2-TZVPD.

Structure (XYZ):
```
40
Properties=species:S:1:pos:R:3:forces:R:3
Ni -2.18970 -1.13446 -0.86146 -0.40 0.71 -0.44
C 1.90432 2.70151 -2.16251 -0.04 0.04 0.12
C 1.87319 2.56951 -0.63464 0.03 -0.04 -0.27
C 2.25023 1.17497 -0.20212 -0.12 0.03 0.06
C 3.58343 0.87029 0.04125 0.04 0.11 -0.04
C 3.96983 -0.40557 0.40305 0.09 -0.06 -0.06
C 3.01769 -1.39955 0.53402 0.02 0.07 -0.14
C 1.66998 -1.14486 0.29859 -0.26 0.30 0.10
C 0.70610 -2.28759 0.49973 -0.12 -0.08 -0.37
C 0.60346 -3.22677 -0.72412 -0.11 0.21 0.12
C 1.29817 0.16016 -0.07132 0.21 -0.14 0.05
N -0.09106 0.53953 -0.27679 0.32 -0.05 0.44
C -0.71122 1.23212 0.75717 -0.02 -0.33 -0.09
C -2.04650 1.04090 1.11258 -0.20 0.09 -0.03
C -2.77239 1.76497 2.09265 0.14 0.01 -0.01
C -4.04667 1.21964 2.12910 -0.09 0.07 0.05
C -4.06391 0.19297 1.18129 0.10 -0.10 0.08
N -2.86649 0.07100 0.57125 0.19 -0.27 -0.14
H 1.65072 3.72025 -2.45759 0.02 -0.01 -0.05
H 1.17847 2.02518 -2.61619 0.03 -0.01 -0.03
H 2.89404 2.46037 -2.55183 0.00 -0.01 -0.03
H 0.87501 2.83054 -0.28962 0.04 0.05 0.04
H 2.57160 3.28019 -0.18915 0.01 -0.01 0.02
H 4.32560 1.65386 -0.05898 -0.01 0.01 0.00
H 5.01544 -0.62654 0.57465 -0.01 0.00 0.06
H 3.32004 -2.39771 0.82910 -0.03 -0.01 0.00
H -0.27901 -1.90508 0.78715 0.01 -0.05 -0.02
H 1.07410 -2.88632 1.33399 -0.04 0.09 0.09
H -0.06315 -2.84524 -1.50255 0.03 0.12 0.09
H 0.23633 -4.20595 -0.41586 -0.02 -0.01 -0.05
H 1.57899 -3.35143 -1.19238 0.07 -0.08 0.07
H -0.06820 1.84333 1.37264 0.05 -0.03 0.00
H -2.37290 2.57323 2.68528 -0.06 0.02 0.00
H -4.87627 1.53149 2.74366 0.02 -0.01 0.01
H -4.90196 -0.43368 0.90849 0.02 -0.02 0.00
S -1.94707 0.79324 -2.29039 0.19 -0.57 0.26
C -0.71677 0.13260 -1.39880 -0.28 -0.15 0.12
O -3.52773 -2.78822 -0.49586 0.29 0.08 -0.06
H -4.36554 -2.56870 -0.91939 -0.03 -0.02 0.05
H -3.69020 -2.77416 0.45591 -0.07 0.05 -0.02
```
Forces are in eV/Å.

Summary:
Frontier orbital gap (spin up / spin down) in Ha: 0.212 / 0.270
Multiplicity: 4

Here is a structure of composition C16H19N3O2Pt from the Open Molecules 2025 dataset. Energies are from ωB97M-V/def2-TZVPD.

Structure (XYZ):
```
41
Properties=species:S:1:pos:R:3:forces:R:3
Pt 0.85169 -0.47462 0.65159 -0.12 0.12 0.21
O -1.43967 2.55135 1.71900 0.03 0.03 -0.03
C -0.66685 1.84454 1.07966 -0.17 -0.05 -0.08
N -0.89133 0.62412 0.56128 -0.03 0.16 0.33
C -1.99850 -0.11907 1.13593 -0.07 0.04 -0.05
C -1.72073 -1.60201 1.05709 -0.04 -0.05 -0.18
C -2.73559 -2.53942 1.18990 0.02 0.05 -0.01
C -2.45473 -3.88292 1.03396 -0.02 -0.04 0.00
C -1.15989 -4.27175 0.72634 0.01 -0.02 0.00
C -0.18755 -3.30056 0.61890 -0.02 0.05 0.11
N -0.45645 -2.00173 0.80336 0.09 -0.06 -0.02
C 0.74873 2.32574 0.79943 0.04 0.03 -0.12
C 1.08300 3.66517 0.82510 -0.03 -0.06 -0.02
C 2.38057 4.03509 0.50999 0.03 0.03 -0.01
C 3.30487 3.05555 0.18173 0.01 0.01 0.00
C 2.91423 1.72885 0.20557 -0.03 -0.01 0.10
N 1.66783 1.37767 0.52208 0.01 -0.13 -0.02
H -2.95138 0.07118 0.62827 0.00 0.03 0.00
H -2.15670 0.17393 2.18150 0.01 -0.02 0.01
H -3.74104 -2.19875 1.39755 0.00 0.00 0.00
H -3.24112 -4.61972 1.13195 0.00 0.00 0.00
H -0.90119 -5.30918 0.57204 0.00 0.00 0.00
H 0.84185 -3.53173 0.39049 -0.01 -0.02 -0.01
H 0.31369 4.37749 1.08756 0.00 0.00 0.00
H 2.66849 5.07818 0.51350 0.00 0.00 0.00
H 4.32315 3.30645 -0.07869 0.00 0.00 -0.01
H 3.59070 0.91499 -0.01290 0.01 0.00 0.01
C 2.54729 -1.49590 1.20161 0.19 -0.09 -0.09
H 2.33450 -2.52734 1.50480 0.05 0.03 0.06
H 2.93214 -0.98159 2.09106 0.09 -0.10 0.02
H 3.37599 -1.55696 0.48562 -0.10 0.09 -0.11
C -0.30669 1.66782 -2.78031 0.01 -0.03 0.04
C -0.40681 0.16557 -2.67767 -0.04 0.04 0.04
C -1.79377 -0.42836 -2.62493 0.04 0.01 0.03
O 0.57732 -0.52577 -2.56870 0.06 -0.06 -0.20
H -1.08401 2.09364 -3.41384 0.01 -0.01 -0.03
H 0.68136 1.95080 -3.13669 0.00 0.01 0.02
H -0.44953 2.06288 -1.77085 -0.02 0.02 -0.01
H -2.49398 0.09444 -3.27563 0.01 -0.01 -0.03
H -2.14580 -0.31049 -1.59719 -0.03 0.01 0.00
H -1.75412 -1.48756 -2.86943 0.00 0.00 0.02
```
Forces are in eV/Å.

Summary:
Relative energy (zero: lowest compared OMol25 entry of this formula, charge and spin) in kcal/mol: 2.69
Frontier orbital gap in Ha: 0.285

Here is a structure of composition C16H19N3O3PtSi at a distorted geometry from the Open Molecules 2025 dataset. Energies are from ωB97M-V/def2-TZVPD.

Structure (XYZ):
```
43
Properties=species:S:1:pos:R:3:forces:R:3
Pt -0.15330 0.31090 -0.00170 -0.24 0.91 0.46
O 3.34640 0.17540 -3.03980 0.57 0.47 -0.15
C 3.93160 1.29300 -2.71030 -0.37 -0.37 0.10
C 5.02120 1.74200 -3.50110 0.59 0.28 -0.34
C 5.69260 2.89260 -3.17300 -0.11 -0.65 -0.47
C 5.29820 3.64610 -2.05830 0.17 0.08 -0.12
C 4.21700 3.24240 -1.28070 -0.78 -0.79 0.11
C 3.51680 2.07890 -1.58420 0.44 0.85 0.32
C 2.37460 1.66180 -0.77870 -1.28 0.63 1.96
O 1.75970 0.55930 -1.01600 -0.15 -0.91 -0.57
N 2.01900 2.45140 0.22850 2.22 1.20 -1.14
N 0.97720 2.05390 0.88760 -2.31 -1.79 0.43
C 0.56130 2.46980 2.03610 0.89 0.26 -0.88
C -0.55980 1.77150 2.62140 -0.84 -0.33 0.60
C -1.32790 2.29000 3.66780 0.42 -0.16 -0.50
C -2.34840 1.51780 4.20070 -0.05 -0.33 -0.14
C -2.54460 0.22950 3.71310 0.16 0.25 0.07
C -1.75440 -0.21800 2.66070 -0.28 -0.11 0.33
N -0.81340 0.54230 2.12120 0.07 0.09 -0.51
H 2.62800 -0.05960 -2.40230 -0.13 0.22 0.24
H 5.30590 1.14030 -4.35190 0.02 -0.04 -0.05
H 6.53070 3.21480 -3.77430 0.01 0.00 -0.02
H 5.83580 4.54780 -1.80630 0.02 0.07 0.04
H 3.90880 3.83140 -0.43060 -0.05 -0.02 0.04
H 1.07000 3.26160 2.57630 0.04 0.09 -0.09
H -1.13200 3.28930 4.02210 0.06 0.09 0.12
H -2.97910 1.91060 4.98650 0.03 -0.02 0.04
H -3.30050 -0.41600 4.13380 -0.02 -0.05 -0.01
H -1.87450 -1.20890 2.24490 -0.08 0.01 -0.06
C -4.69560 -0.40540 -1.74610 1.00 0.82 0.36
Si -3.44640 0.74960 -0.87660 -3.01 0.73 -0.99
C -2.87860 2.39280 -1.73870 0.17 -0.35 0.16
C -4.35650 1.45700 0.70600 0.51 -0.08 0.16
O -2.13060 -0.02040 -0.46690 2.65 -0.69 0.82
H -5.60520 0.12540 -2.00670 -0.13 0.13 -0.04
H -4.95530 -1.23010 -1.08850 0.01 -0.09 0.14
H -4.25890 -0.81690 -2.65050 0.02 -0.09 -0.18
H -3.73530 2.99730 -2.00330 -0.38 0.00 0.03
H -2.32450 2.14840 -2.63780 0.08 -0.20 -0.18
H -2.23690 2.95950 -1.07020 0.04 -0.02 0.18
H -5.22510 2.02150 0.39460 -0.13 0.08 -0.40
H -3.68330 2.09940 1.25980 0.19 0.14 0.08
H -4.66720 0.62320 1.32180 -0.02 -0.30 0.03
```
Forces are in eV/Å.

Summary:
Frontier orbital gap (spin up / spin down) in Ha: 0.290 / 0.181
Charge: +2
Multiplicity: 5

> Number 4 is which compound?

C16H19N3O3PtSi